Entry 1:
Density functional theory data (ωB97M-V/def2-TZVPD) for a cluster of 2 separate species, C5H15NS in total at a distorted geometry.

Its energy above the lowest of the compared OMol25 structures with the same formula, charge and spin is 25.2 kcal/mol. The SMILES is CCCS.CNC. As for the total energy: -17752.4964 eV. For the strongest force on any atom, the calculation gives 2.64 eV/Å. The frontier orbital gap comes out at 9.542 eV. The HOMO energy comes out at -8.7119 eV.

Structure (XYZ):
```
22
Properties=species:S:1:pos:R:3:forces:R:3
C -0.08037 -0.40288 -2.62004 0.490 -0.659 -0.045
C 1.23904 -0.87710 -1.96248 1.178 1.888 0.240
C 0.96796 -0.95938 -0.43245 -0.031 -0.275 -1.770
S 2.25394 -1.73247 0.58479 0.201 0.401 0.300
H 0.12970 0.01204 -3.62168 -0.465 -0.554 0.252
H -0.48890 0.40552 -2.02850 -0.118 0.337 0.180
H -0.84535 -1.21860 -2.58589 0.597 0.618 -0.486
H 1.64233 -1.80299 -2.40895 -0.273 0.343 0.294
H 2.03372 -0.03608 -2.11897 -1.145 -1.544 0.095
H 0.02466 -1.53475 -0.40863 0.461 0.159 0.866
H 0.78237 0.04886 -0.07380 -0.090 -0.393 0.009
H 2.83069 -0.61085 1.12633 -0.459 -0.564 -0.466
C -0.13609 1.69069 1.66030 -0.587 -0.742 2.463
N -0.58151 0.27550 1.64728 -0.482 0.336 1.153
C -2.04387 0.22317 1.42287 0.481 -0.864 1.486
H -0.67056 2.20123 0.87843 0.290 0.340 -0.544
H -0.43608 2.21807 2.65254 0.476 -0.619 -1.449
H 0.95477 1.69970 1.59127 -0.158 0.391 -0.280
H -0.32725 -0.18786 2.55984 -0.495 0.714 -1.423
H -2.56933 0.82451 2.19837 -0.089 -0.280 -0.469
H -2.38464 -0.83807 1.49608 0.180 0.829 -0.082
H -2.29522 0.60175 0.44328 0.038 0.138 -0.324
```
Positions in Å, forces in eV/Å.



Entry 2:
Density functional theory data (ωB97M-V/def2-TZVPD) for a cluster of 2 separate species, C5H15NS2 in total at a distorted geometry.

Its energy above the lowest of the compared OMol25 structures with the same formula, charge and spin is 8.6 kcal/mol. The SMILES is CCCS.NCCS. As for the total energy: -28588.5735 eV. For the strongest force on any atom, the calculation gives 1.27 eV/Å. The frontier orbital gap comes out at 8.920 eV. The HOMO energy comes out at -8.1915 eV.

Structure (XYZ):
```
23
Properties=species:S:1:pos:R:3:forces:R:3
C 3.11902 -0.89158 1.28530 0.006 -0.109 0.171
C 1.86755 -1.40426 1.98282 0.046 -0.001 0.378
C 0.57877 -0.98574 1.29316 -0.090 -0.068 0.022
S 0.28210 0.81139 1.43394 -0.545 -0.120 -0.210
H 3.16299 -1.26295 0.26632 0.027 -0.057 -0.230
H 4.02965 -1.21161 1.79655 -0.079 0.013 0.009
H 3.11610 0.19263 1.24474 0.036 0.188 -0.020
H 1.89497 -2.49490 2.06320 -0.009 -0.019 -0.177
H 1.84316 -1.04833 3.01816 0.007 0.069 -0.054
H -0.26868 -1.51062 1.73294 -0.008 0.015 0.083
H 0.62077 -1.26619 0.24285 0.043 -0.006 -0.177
H -1.04727 0.76641 0.90072 1.150 0.143 0.531
N -2.47154 0.69091 0.01803 -0.288 0.015 -0.778
C -2.03574 0.29622 -1.33579 -0.390 -0.162 -0.008
C -1.26252 1.42205 -1.98441 0.249 -0.013 -0.091
S -0.72055 0.87834 -3.63504 -0.088 0.001 0.008
H -3.14412 0.02136 0.36176 -0.144 -0.041 0.174
H -2.93261 1.59084 -0.04950 -0.134 0.022 0.179
H -1.40808 -0.59264 -1.25307 0.091 0.033 0.049
H -2.88875 0.02334 -1.97248 0.094 0.039 0.037
H -0.38643 1.65349 -1.38809 0.075 0.057 0.137
H -1.87757 2.31635 -2.07920 -0.092 -0.011 0.003
H -0.07123 2.00548 -3.94289 0.044 0.013 -0.035
```
Positions in Å, forces in eV/Å.



Entry 3:
Density functional theory data (ωB97M-V/def2-TZVPD) for a structure of composition C5H16ClN2O3P2SSn at a distorted geometry.

Its energy above the lowest of the compared OMol25 structures with the same formula, charge and spin is 71.7 kcal/mol. As for the total energy: -62320.8074 eV. For the strongest force on any atom, the calculation gives 7.22 eV/Å. The frontier orbital gap comes out at 6.882 eV. The HOMO energy comes out at -11.6137 eV. As for the charge: +1.

Structure (XYZ):
```
31
Properties=species:S:1:pos:R:3:forces:R:3
C 1.13675 1.50106 2.78703 0.923 -1.130 0.261
N -0.05286 2.29367 2.32982 0.540 -0.253 -1.374
C -0.07647 2.61332 0.86985 0.694 1.306 0.554
C -0.62924 1.48193 -0.15100 1.803 -2.386 2.982
Cl -1.02486 2.44633 -1.72539 1.818 1.420 0.126
C -2.02181 0.66983 0.07961 -1.274 1.131 0.647
O -1.90068 -0.45694 -0.90634 0.172 0.934 3.704
P -0.24666 -1.09285 -0.83447 2.488 -5.182 4.367
O -0.80178 -1.69677 0.73397 -0.968 -0.267 -1.065
C 1.40145 -1.89553 -0.29501 2.716 -0.071 0.206
N 1.36283 -3.39647 -0.10848 -0.262 0.694 0.623
P 0.30849 -0.61978 -2.90391 4.408 -0.263 -0.689
S 1.99805 0.32518 -3.09796 -0.757 0.041 -0.262
O 0.42200 0.42678 -0.25437 -4.662 2.638 -0.564
H 2.16363 1.97794 2.41881 -2.437 -0.865 0.585
H 1.06360 0.39746 2.36860 0.438 2.069 0.992
H 1.22058 1.47019 3.96199 -0.482 0.110 -2.424
H -0.95790 2.00210 2.73935 1.011 0.229 -0.464
H -0.63611 3.64101 0.71344 0.774 -2.217 0.135
H 1.05562 2.81892 0.55569 -2.526 -0.620 0.454
H -2.97187 1.23827 -0.34706 1.815 -0.562 1.293
H -2.30065 0.38411 1.18870 1.106 0.009 -2.472
H -0.78852 -2.32528 -1.41287 0.009 0.469 -0.141
H -1.30854 -2.52448 0.48092 0.794 1.507 0.804
H 2.31666 -1.67328 -0.99176 -1.751 -0.194 1.190
H 1.67481 -1.43642 0.77174 -0.848 -0.476 -2.504
H 0.41044 -3.80266 -0.23057 1.206 0.470 0.493
H 1.75825 -3.60375 0.85273 -1.125 0.108 -1.696
H -0.76281 0.16410 -3.50101 0.469 -0.425 -1.317
H 0.39997 -1.89339 -3.60480 -0.990 0.813 0.370
Sn -2.21236 0.56538 -2.48724 -5.102 0.965 -4.816
```
Positions in Å, forces in eV/Å.



Entry 4:
Density functional theory data (ωB97M-V/def2-TZVPD) for a cluster of 2 separate species, C5H16N2O in total.

The expectation value of S² is 0.750. Its energy above the lowest of the compared OMol25 structures with the same formula, charge and spin is 7.8 kcal/mol. As for the total energy: -10470.4843 eV. For the strongest force on any atom, the calculation gives 0.33 eV/Å. The multiplicity is 2. The frontier orbital gap (alpha / beta) comes out at 2.481 / 9.572 eV. The HOMO energy (alpha / beta) comes out at 1.3260 / -5.8115 eV. As for the charge: -1.

Structure (XYZ):
```
24
Properties=species:S:1:pos:R:3:forces:R:3
C 1.70705 -2.46359 0.02075 0.133 -0.217 -0.210
C 1.58517 -1.55062 1.22203 0.105 -0.110 0.294
N 1.09640 -0.23971 0.81766 0.003 -0.023 -0.147
C 0.97468 0.70245 1.92313 -0.056 -0.074 -0.102
H 2.40580 -2.05600 -0.71702 -0.043 0.044 0.046
H 2.08687 -3.44835 0.30509 -0.007 0.031 0.064
H 0.74273 -2.60495 -0.46719 -0.048 0.074 -0.002
H 0.86759 -1.96921 1.93632 0.022 0.044 -0.066
H 2.54979 -1.49394 1.76143 -0.162 0.098 -0.147
H -0.55335 -0.55012 0.12634 -0.025 0.001 0.087
H 1.72659 0.15171 0.12103 0.011 -0.049 0.084
H 0.10841 0.43344 2.52788 -0.058 -0.004 0.119
H 0.80235 1.70299 1.52389 0.057 0.086 0.084
H 1.85909 0.71078 2.56948 0.069 0.127 0.021
C -1.52146 0.13855 -1.39901 -0.081 -0.001 0.040
O -1.43185 -0.72768 -0.29030 -0.052 -0.097 -0.159
C -1.95181 1.53508 -0.96593 0.154 -0.164 -0.072
N -1.69160 2.53911 -2.00897 -0.317 -0.041 0.095
H -0.57276 0.22357 -1.93345 0.178 0.018 -0.002
H -2.23902 -0.29695 -2.09936 -0.076 0.006 -0.041
H -2.99977 1.50204 -0.65397 -0.048 0.033 0.100
H -1.36031 1.76680 -0.08101 0.039 0.154 -0.018
H -2.46934 2.53962 -2.66123 0.057 -0.045 -0.098
H -1.72125 3.45497 -1.57760 0.145 0.114 0.029
```
Positions in Å, forces in eV/Å.



Entry 5:
Density functional theory data (ωB97M-V/def2-TZVPD) for a cluster of 2 separate species, C5H16N2O in total at a distorted geometry.

Its energy above the lowest of the compared OMol25 structures with the same formula, charge and spin is 38.3 kcal/mol. The SMILES is CN[C@@H](C)CCN.O. As for the total energy: -10470.8630 eV. For the strongest force on any atom, the calculation gives 3.31 eV/Å. The frontier orbital gap comes out at 9.620 eV. The HOMO energy comes out at -8.9903 eV.

Structure (XYZ):
```
24
Properties=species:S:1:pos:R:3:forces:R:3
C -1.49986 -0.57703 0.18189 0.756 -0.630 -0.736
N -0.02416 -0.31831 0.15851 -0.566 0.456 1.259
C 0.34599 0.89008 0.94969 0.199 1.068 -0.275
C 1.28912 0.55322 2.07065 0.257 -0.950 1.365
C 1.00191 1.97442 0.08938 -0.667 0.538 -1.271
C 0.16235 2.21238 -1.21014 3.070 -1.053 -0.639
N 0.90041 1.47302 -2.28718 -0.829 -0.707 -0.311
H -1.77103 -1.51569 0.67403 0.377 -0.229 -0.134
H -2.10073 0.14364 0.74717 0.267 0.379 -0.634
H -1.71010 -0.68269 -0.89053 -1.030 0.290 0.445
H 0.39848 -1.11720 0.61564 0.217 0.094 -0.126
H -0.57097 1.38142 1.26033 -0.291 -0.304 0.705
H 1.37829 1.22864 2.93929 -0.136 0.287 -0.787
H 2.29196 0.33780 1.69641 0.056 0.295 -0.149
H 1.00296 -0.38442 2.54705 -0.284 -0.222 0.065
H 1.09935 2.98610 0.54006 0.104 -0.952 0.523
H 1.98027 1.58002 -0.19188 0.112 0.472 -0.184
H -0.83803 1.84974 -1.01274 -0.568 0.467 -0.372
H 0.33130 3.20862 -1.64132 -1.075 0.216 0.959
H 0.40883 1.60908 -3.16521 0.073 0.131 -0.107
H 0.87565 0.45828 -2.15506 -0.042 0.338 0.399
O -1.54028 -4.97743 0.12059 -1.390 0.526 -1.154
H -2.24140 -4.39167 0.43738 0.366 0.119 1.032
H -1.95267 -5.03165 -0.76746 1.023 -0.629 0.125
```
Positions in Å, forces in eV/Å.



Entry 6:
Density functional theory data (ωB97M-V/def2-TZVPD) for a structure of composition C5H16N2O at a distorted geometry.

Its energy above the lowest of the compared OMol25 structures with the same formula, charge and spin is 114.5 kcal/mol. As for the total energy: -10467.5577 eV. For the strongest force on any atom, the calculation gives 1.65 eV/Å. The frontier orbital gap (alpha / beta) comes out at 7.913 / 7.907 eV. The HOMO energy (alpha / beta) comes out at -8.0033 / -8.0014 eV.

Structure (XYZ):
```
24
Properties=species:S:1:pos:R:3:forces:R:3
C 1.19895 -0.31827 -0.93608 0.100 -0.007 0.079
C -1.70531 -0.67818 0.80582 -0.621 0.079 0.408
C -2.78883 -1.52231 0.15896 0.076 0.014 0.031
O -0.08110 0.22630 -1.11768 -0.834 -0.501 0.886
H -0.85009 -0.18036 -0.22552 0.969 0.933 -0.954
H 1.13373 -1.33366 -0.51077 0.017 0.050 -0.021
H 1.67382 -0.42342 -1.92142 -0.016 -0.009 0.068
H -2.01091 -0.29706 1.77814 -0.073 0.097 -0.093
H -0.81163 -1.27583 1.04198 0.170 0.061 -0.265
H -3.04403 -2.39929 0.76388 0.012 0.046 -0.066
H -3.71194 -0.95205 0.02826 0.008 0.028 0.001
H -2.47419 -1.87745 -0.82587 -0.026 -0.020 0.027
C 2.09461 0.53679 -0.03577 -0.040 -0.096 -0.065
C 3.49347 -0.05187 0.13946 -0.098 0.021 -0.026
N -2.27859 1.38917 0.17552 0.596 -0.637 -0.081
N -1.25705 2.17659 0.04907 0.188 -0.116 0.008
H -2.40424 0.92554 -0.72558 0.005 -0.021 0.047
H -0.48245 1.79257 -0.54959 -0.343 0.206 0.131
H -1.02572 2.70091 0.88520 -0.045 -0.121 -0.094
H 1.60808 0.63985 0.94085 0.003 0.005 -0.016
H 2.16226 1.54097 -0.46800 -0.005 -0.018 0.012
H 4.11209 0.57365 0.78528 -0.024 -0.025 -0.027
H 3.44613 -1.04790 0.58644 -0.002 0.028 -0.013
H 4.00293 -0.14468 -0.82258 -0.017 0.004 0.024
```
Positions in Å, forces in eV/Å.



> Which formula does entry 3 have?

C5H16ClN2O3P2SSn